Record 1
54
Properties=species:S:1:pos:R:3 method="wB97M-V/def2-TZVPD" de_lowest_kcal_mol=21.8 spin_multiplicity=1 total_charge=+4 energy_ha=-1643.70580
Pb -1.478 0.167 -1.321
N -4.659 -1.702 -0.384
C -4.236 -0.983 0.638
N -4.919 -1.050 1.767
C -4.606 -0.340 2.849
N -5.278 -0.403 3.963
N -3.527 0.475 2.731
C -2.836 0.528 1.629
N -3.113 -0.194 0.529
C -1.711 1.490 1.611
C -1.505 2.308 2.719
C -0.496 3.260 2.682
C 0.270 3.377 1.530
C 0.008 2.517 0.472
N -0.950 1.594 0.509
H -5.514 -2.235 -0.272
H -4.246 -1.664 -1.300
H -6.099 -0.992 4.047
H -4.995 0.147 4.766
H -2.142 2.196 3.584
H -0.323 3.906 3.531
H 1.050 4.120 1.447
H 0.555 2.577 -0.457
C -2.352 4.209 -3.826
N -1.150 3.688 -4.358
C -0.355 2.741 -3.761
N 0.791 2.490 -4.404
O -0.686 2.192 -2.700
H -2.237 5.289 -3.640
H -2.616 3.690 -2.907
H -3.167 4.149 -4.564
H -0.818 4.110 -5.219
H 1.033 2.912 -5.289
H 1.477 1.861 -4.017
N 8.510 -3.679 1.672
C 7.412 -3.472 1.433
C 6.097 -3.240 0.964
C 5.188 -4.308 0.882
C 3.868 -4.053 0.582
C 3.437 -2.744 0.302
C 4.376 -1.694 0.317
C 5.698 -1.936 0.615
N 2.092 -2.496 -0.007
C 1.057 -3.393 0.084
C -0.076 -2.726 -0.260
N 0.243 -1.426 -0.573
C 1.545 -1.321 -0.413
H 5.515 -5.317 1.082
H 3.188 -4.888 0.544
H 4.083 -0.682 0.087
H 6.418 -1.130 0.617
H 1.167 -4.414 0.383
H -1.082 -3.091 -0.300
H 2.093 -0.418 -0.595


Record 2
45
Properties=species:S:1:pos:R:3 method="wB97M-V/def2-TZVPD" de_lowest_kcal_mol=385.4 spin_multiplicity=1 energy_ha=-1013.67417
O -1.170 -1.733 -0.860
C -0.705 -0.788 -0.290
N 0.582 -0.240 -0.369
C 1.101 0.629 0.476
H 0.337 1.000 0.965
C 2.033 -0.122 1.448
N 2.985 -0.875 0.787
C 4.220 -0.098 0.076
C 5.221 -0.858 -0.454
C 6.506 -0.350 -0.745
C 6.622 1.253 -0.542
C 5.572 1.915 -0.099
C 4.496 1.066 0.262
H 3.736 1.976 0.836
H 5.813 2.863 0.022
H 7.545 1.472 -0.730
H 7.280 -1.085 -1.110
H 5.113 -2.002 -0.396
C 2.536 -1.621 -0.295
H 3.136 -2.196 -0.729
C 1.346 -1.059 -1.232
H 0.735 -1.703 -1.573
H 1.892 -0.235 -1.756
H 1.865 -2.413 0.580
H 2.574 0.850 1.816
H 1.652 -0.751 2.010
H 1.557 1.211 -0.142
C -1.764 0.161 0.599
C -3.295 -0.483 0.568
C -3.659 -1.756 0.665
N -5.024 -1.634 0.282
C -5.483 -0.513 -0.119
C -6.681 0.026 -0.314
C -6.858 1.202 -0.633
C -5.767 2.121 -0.546
C -4.441 1.927 -0.173
C -4.297 0.374 -0.097
H -3.643 2.420 0.098
H -5.892 3.278 -0.759
H -7.917 1.860 -0.786
H -7.482 -0.756 -0.222
H -5.749 -2.497 0.572
H -3.261 -2.655 0.883
H -1.528 -0.304 1.692
H -1.837 1.125 0.333


Record 3
50
Properties=species:S:1:pos:R:3 method="wB97M-V/def2-TZVPD" smiles="CCOc1cc(/C=N/n2cnnc2)ccc1OCC(=O)Nc1ccccc1OC" de_lowest_kcal_mol=35.1 spin_multiplicity=1 energy_ha=-1349.40283
C -0.581 -1.567 1.419
C -0.220 -1.737 -0.052
O 1.134 -1.439 -0.329
C 1.660 -0.193 -0.198
C 3.048 -0.185 -0.170
C 3.788 0.992 -0.086
C 5.232 0.975 -0.066
N 5.875 -0.122 -0.137
N 7.221 -0.152 -0.120
C 7.943 -1.310 -0.249
N 9.211 -1.060 -0.195
N 9.364 0.269 -0.025
C 8.190 0.811 0.019
C 3.100 2.200 -0.016
C 1.721 2.213 -0.043
C 0.973 1.042 -0.142
O -0.400 1.046 -0.187
C -1.060 2.286 -0.067
C -2.589 2.167 -0.076
O -3.249 3.184 -0.078
N -3.065 0.907 -0.067
C -4.402 0.489 -0.096
C -5.474 1.367 -0.050
C -6.773 0.887 -0.084
C -7.008 -0.471 -0.161
C -5.946 -1.362 -0.207
C -4.642 -0.897 -0.177
O -3.527 -1.698 -0.221
C -3.715 -3.088 -0.345
H -1.615 -1.861 1.576
H 0.064 -2.190 2.034
H -0.461 -0.533 1.731
H -0.304 -2.791 -0.334
H -0.886 -1.155 -0.696
H 3.560 -1.131 -0.221
H 5.720 1.950 0.010
H 7.489 -2.269 -0.379
H 8.006 1.856 0.150
H 3.638 3.133 0.055
H 1.223 3.167 0.004
H -0.791 2.785 0.875
H -0.796 2.955 -0.897
H -2.391 0.152 -0.070
H -5.282 2.424 0.007
H -7.597 1.582 -0.049
H -8.018 -0.851 -0.187
H -6.151 -2.419 -0.268
H -2.716 -3.518 -0.391
H -4.257 -3.338 -1.262
H -4.247 -3.499 0.518


Record 4
56
Properties=species:S:1:pos:R:3 method="wB97M-V/def2-TZVPD" de_lowest_kcal_mol=13.5 spin_multiplicity=1 energy_ha=-2449.85447
Pt 0.364 0.295 0.116
O -2.390 4.964 0.079
C -1.109 5.371 -0.111
C -0.823 6.719 -0.316
C 0.474 7.146 -0.532
C 1.512 6.226 -0.555
C 1.228 4.887 -0.355
C -0.069 4.432 -0.122
C -0.261 2.976 0.092
O 0.698 2.208 -0.345
N -1.319 2.547 0.702
N -1.305 1.149 0.822
C -2.443 0.675 1.183
S -3.783 1.764 1.465
C -4.995 0.427 1.658
C -4.294 -0.746 2.308
S -2.748 -1.030 1.404
H -2.967 5.732 0.013
H -1.638 7.435 -0.306
H 0.670 8.199 -0.686
H 2.530 6.548 -0.727
H 2.018 4.150 -0.378
H -5.390 0.152 0.681
H -5.807 0.808 2.279
H -4.882 -1.661 2.246
H -4.067 -0.535 3.353
C 1.602 -5.719 2.968
O 0.999 -6.106 1.748
C 0.505 -5.122 0.953
C -0.085 -5.550 -0.247
C -0.598 -4.601 -1.086
C -0.574 -3.213 -0.827
C -1.212 -2.308 -1.789
C -1.751 -2.847 -3.107
O -1.397 -1.120 -1.574
C 0.036 -2.784 0.392
O 0.183 -1.577 0.860
C 0.560 -3.784 1.257
H 1.927 -6.637 3.449
H 0.890 -5.201 3.615
H 2.466 -5.072 2.794
H -0.135 -6.606 -0.473
H -1.079 -4.950 -1.989
H -1.176 -3.651 -3.559
H -1.804 -2.007 -3.796
H -2.769 -3.206 -2.938
H 1.007 -3.418 2.169
N 4.036 -2.740 -2.142
N 3.507 -1.636 -1.498
N 4.262 -0.783 -0.846
C 3.348 0.021 -0.323
N 2.116 -0.369 -0.666
N 2.232 -1.439 -1.425
H 4.837 -2.425 -2.678
H 3.312 -3.101 -2.754
H 3.558 0.887 0.278


Record 5
52
Properties=species:S:1:pos:R:3 method="wB97M-V/def2-TZVPD" spin_multiplicity=1 total_charge=+2 energy_ha=-1535.08735
Tl 0.159 0.623 -0.798
O -0.955 0.364 8.369
C -0.177 0.150 7.561
O 0.630 -0.072 6.723
C 0.448 -0.396 4.845
C 1.662 -0.584 4.336
C 1.662 -0.458 2.918
N 0.526 -0.276 2.249
C -0.646 -0.180 2.854
C -0.740 -0.186 4.281
C -1.917 -0.034 2.085
C -3.020 -0.659 2.639
C -4.288 -0.977 2.055
C -4.712 -0.823 0.789
C -3.866 -0.213 -0.272
N -1.832 0.705 0.967
C 2.958 -0.575 2.209
C 4.174 -0.409 2.865
C 5.349 -0.547 2.142
C 5.272 -0.852 0.795
C 4.012 -0.975 0.222
N 2.885 -0.838 0.904
H 2.555 -0.836 4.887
H -1.675 -0.003 4.788
H -2.901 -1.064 3.634
H -4.993 -1.431 2.743
H -5.722 -1.106 0.526
H -4.496 0.228 -1.049
H 4.219 -0.150 3.914
H 6.305 -0.414 2.627
H 6.163 -0.985 0.200
H 3.900 -1.203 -0.832
C -4.037 4.200 -1.233
N -4.058 2.980 -0.431
C -5.330 2.754 0.254
C -3.046 2.106 -0.567
N -2.065 2.108 -1.360
N -3.099 0.968 0.393
C -2.981 -1.248 -0.980
N -3.736 -2.219 -1.541
N -1.707 -1.195 -1.022
H -4.615 4.960 -0.712
H -4.480 4.040 -2.219
H -3.018 4.563 -1.345
H -5.491 3.539 0.994
H -5.395 1.788 0.753
H -6.142 2.794 -0.474
H -2.062 2.828 -2.070
H -3.719 1.245 1.163
H -4.739 -2.227 -1.486
H -3.298 -2.982 -2.028
H -1.300 -1.986 -1.516


Record 6
49
Properties=species:S:1:pos:R:3 method="wB97M-V/def2-TZVPD" smiles="CCOC(=O)[C@@H]1C(=O)C=C(c2cccc(NS(C)(=O)=O)c2)C[C@H]1c1ccco1" de_lowest_kcal_mol=8.6 spin_multiplicity=1 energy_ha=-1679.09708
C -4.257 -2.978 -1.257
C -4.752 -1.671 -0.668
O -3.705 -0.703 -0.786
C -3.810 0.405 -0.062
O -4.708 0.636 0.703
C -2.626 1.338 -0.293
C -1.740 0.792 -1.404
O -1.925 1.092 -2.564
C -0.658 -0.083 -0.975
C -0.392 -0.367 0.310
C 0.798 -1.139 0.686
C 0.741 -2.171 1.618
C 1.898 -2.846 1.966
C 3.116 -2.486 1.420
C 3.186 -1.443 0.498
N 4.404 -1.085 -0.067
S 4.768 0.413 -0.725
C 4.306 0.192 -2.454
O 3.968 1.446 -0.143
O 6.192 0.513 -0.639
C 2.021 -0.788 0.123
C -1.256 0.148 1.423
C -1.859 1.501 1.037
C -0.782 2.534 0.907
C -0.832 3.898 0.912
C 0.498 4.344 0.715
C 1.259 3.222 0.605
O 0.492 2.126 0.719
H -5.044 -3.725 -1.205
H -3.972 -2.830 -2.295
H -3.389 -3.335 -0.708
H -5.630 -1.301 -1.208
H -5.019 -1.776 0.390
H -3.038 2.303 -0.605
H -0.032 -0.470 -1.766
H -0.204 -2.455 2.055
H 1.854 -3.654 2.681
H 4.018 -3.004 1.711
H 5.220 -1.540 0.307
H 4.960 -0.564 -2.867
H 4.451 1.140 -2.956
H 3.270 -0.112 -2.506
H 2.068 0.052 -0.549
H -0.663 0.247 2.334
H -2.062 -0.565 1.623
H -2.576 1.827 1.798
H -1.703 4.507 1.043
H 0.833 5.360 0.665
H 2.308 3.057 0.452